This record from the OMol25 dataset describes a cluster of 5 separate species, C10H12Cl16FO3P in total in a non-equilibrium geometry. The level of theory is ωB97M-V/def2-TZVPD.

Last column: natural (NBO) charge in e.
Element x y z (Å)
C1 1.4966 -3.3430 0.4384  -0.978
P1 -0.2840 -3.4661 0.8579  1.084
O1 -0.1943 -3.4551 2.5229  -0.962
C2 -0.9198 -1.7273 0.5376  -0.222
C3 0.1024 -0.7427 0.0085  -0.429
C4 -0.3666 0.7174 0.0882  -0.453
C5 -0.7874 1.1285 1.4911  0.054
F1 -2.1658 1.1279 1.6465  -0.375
O2 -1.9917 -1.7795 -0.4087  -0.534
C6 -3.2186 -1.8972 0.1737  0.641
O3 -4.0487 -2.7152 -0.1770  -0.534
H1 1.6447 -3.0417 -0.5913  0.235
H2 1.9881 -2.6027 1.0693  0.216
H3 1.9694 -4.2920 0.6465  0.247
H4 -0.0483 -2.5594 2.8332  0.471
H5 -1.3239 -1.3661 1.4868  0.191
H6 1.0476 -0.8100 0.5301  0.212
H7 0.2454 -0.9700 -1.0439  0.227
H8 0.4992 1.3240 -0.1567  0.221
H9 -1.1243 0.9255 -0.6545  0.235
H10 -0.4009 2.1108 1.7315  0.173
H11 -0.3840 0.4124 2.2040  0.146
H12 -3.4282 -1.1520 0.9525  0.122
C7 4.0404 1.9288 0.4567  -0.227
Cl1 4.8700 3.0879 -0.5780  0.070
Cl2 2.5996 2.6826 1.1562  0.043
Cl3 3.5548 0.5232 -0.5016  0.049
Cl4 5.1179 1.4117 1.7535  0.064
C8 -2.6189 4.3726 -0.4456  -0.226
Cl5 -0.8729 4.0635 -0.4726  0.040
Cl6 -2.9918 5.6516 -1.6046  0.060
Cl7 -3.4998 2.9129 -0.8929  0.067
Cl8 -3.0927 4.8843 1.1748  0.062
C9 8.1503 3.6528 -2.8684  -0.228
Cl9 6.8982 2.6450 -3.5988  0.059
Cl10 9.2468 2.6410 -1.9260  0.061
Cl11 9.0524 4.4795 -4.1399  0.062
Cl12 7.4051 4.8550 -1.8044  0.052
C10 -7.2287 -4.3219 -0.3787  -0.223
Cl13 -7.2451 -2.6318 -0.8882  0.058
Cl14 -8.8877 -4.9373 -0.3493  0.046
Cl15 -6.2716 -5.2714 -1.5162  0.061
Cl16 -6.5335 -4.4563 1.2377  0.060

Force components x, y, z for each atom (eV/Å):
C -0.1 0.7 0.5
P -0.3 -0.8 0.0
O -0.2 0.1 -0.4
C 0.7 0.3 0.0
C -0.8 0.6 -0.2
C 0.5 -0.3 0.4
C 0.3 -0.2 -0.5
F -0.2 0.0 0.0
O -0.6 -0.4 0.2
C -1.6 -1.5 -0.9
O 1.6 1.6 0.4
H 0.0 -0.2 -0.3
H 0.1 0.1 0.1
H 0.0 -0.3 -0.2
H 0.2 0.2 0.4
H -0.1 0.0 0.2
H 0.2 -0.2 0.1
H 0.4 -0.2 -0.1
H 0.1 0.2 -0.3
H -0.4 0.1 0.0
H -0.2 0.3 0.2
H 0.1 0.0 0.3
H 0.3 0.0 0.2
C 0.0 0.0 0.0
Cl -0.1 -0.1 0.1
Cl 0.0 0.1 0.1
Cl 0.0 0.0 0.0
Cl 0.0 0.0 0.0
C 0.0 0.1 0.0
Cl 0.0 0.0 0.0
Cl 0.0 0.0 0.0
Cl 0.0 0.0 0.0
Cl 0.0 0.0 0.0
C 0.0 0.0 0.0
Cl 0.0 0.0 0.0
Cl 0.0 0.0 0.0
Cl 0.0 0.0 0.0
Cl 0.0 0.0 -0.1
C 0.1 0.0 0.0
Cl -0.1 0.0 0.0
Cl 0.0 0.0 0.0
Cl 0.0 0.0 0.0
Cl 0.0 0.0 0.0

Values from the calculation:
Structure (SMILES)   CP(O)[C@@H](CCCF)OC=O.ClC(Cl)(Cl)Cl.ClC(Cl)(Cl)Cl.ClC(Cl)(Cl)Cl.ClC(Cl)(Cl)Cl
Frontier orbital gap   8.9 eV
Net charge   0
Lowest unoccupied orbital energy   -0.1 eV
HOMO energy   -9.04 eV

---

This record from the OMol25 dataset describes a cluster of 2 separate species, C2H3NP2 in total in a non-equilibrium geometry. The level of theory is ωB97M-V/def2-TZVPD.

Last column: Löwdin spin population.
Element x y z (Å)
C1 -0.1862 -2.9614 -0.3824  0.008
C2 1.0579 -0.6468 1.4913  0.682
N1 -1.3001 -2.9035 -0.1048  0.007
P1 1.3220 0.6112 0.3553  0.802
P2 -0.2431 0.5490 1.9394  0.364
H1 0.8221 -3.0652 -0.5478  0.002
H2 1.1587 -1.6891 1.5043  0.032
H3 -1.6359 0.2372 1.4542  0.102

Force components x, y, z for each atom (eV/Å):
C -2.4 0.0 0.7
C -1.9 0.5 2.2
N 0.6 0.0 -0.3
P -0.4 1.9 -1.0
P 1.0 -1.1 -1.4
H 1.7 -0.1 -0.5
H -0.1 -1.1 0.1
H 1.4 -0.1 0.2

Values from the calculation:
Frontier orbital gap (spin up / spin down)   7.3 / 7.3 eV
Net charge   0
ΔE to the lowest compared entry with this formula, charge and spin   114.5 kJ/mol
Lowest unoccupied orbital energy (spin up / spin down)   0.4 / -2.5 eV
Multiplicity   3
⟨S²⟩   2.01
HOMO energy (spin up / spin down)   -6.88 / -9.76 eV

---

This record from the OMol25 dataset describes the molecule C4H5NO in a non-equilibrium geometry. The level of theory is ωB97M-V/def2-TZVPD.

Last column: natural (NBO) charge in e.
Element x y z (Å)
C1 -1.7735 1.6311 0.0361  0.105
C2 -1.6801 0.3337 0.0441  -0.374
C3 0.5128 -0.6063 0.0997  -0.154
C4 1.0990 0.5716 -0.0249  0.108
N1 -0.8661 -0.7810 -0.0849  -0.584
O1 2.4671 0.7096 -0.0128  -0.649
H1 0.4184 1.4559 -0.1161  0.189
H2 -2.8341 0.0224 -0.0361  0.311
H3 1.1895 -1.3876 -0.0687  0.185
H4 -1.2289 -1.6328 0.2677  0.399
H5 2.6958 -0.3166 -0.1041  0.465

Force components x, y, z for each atom (eV/Å):
C 0.1 -0.1 0.1
C -2.4 -1.8 -0.6
C -0.2 1.3 -1.0
C -1.1 1.3 0.6
N 0.5 0.6 0.2
O -0.2 -3.3 -0.6
H 1.4 -0.2 0.2
H 1.9 1.2 0.3
H 0.2 -1.9 0.3
H -0.4 -0.5 0.3
H 0.3 3.4 0.3

Values from the calculation:
Frontier orbital gap   7.8 eV
Net charge   0
ΔE to the lowest compared entry with this formula, charge and spin   560.9 kJ/mol
Lowest unoccupied orbital energy   -0.4 eV
HOMO energy   -8.24 eV

---

This record from the OMol25 dataset describes the ion C8H13N4O with charge +1 in a non-equilibrium geometry. The level of theory is ωB97M-V/def2-TZVPD.

Last column: natural (NBO) charge in e.
Element x y z (Å)
C1 2.5476 -0.5300 -1.2064  -0.341
C2 3.1944 -1.6812 -0.7974  -0.037
C3 1.2719 1.2239 0.3266  0.582
C4 -2.8627 -0.8285 0.5841  -0.355
C5 -2.5139 -1.4376 -0.7240  -0.372
C6 -1.4776 -0.5177 -0.1606  -0.340
C7 1.9481 -0.0914 -0.0116  0.016
C8 -1.2373 0.8068 -0.6524  0.266
N1 3.1606 -1.8132 0.5068  -0.219
N2 2.5251 -0.8134 1.0067  -0.302
N3 0.8729 1.3781 1.5797  -0.849
N4 -0.1635 1.5057 -0.5141  -0.520
O1 2.0745 2.2732 -0.1037  -0.692
H1 2.2051 -0.3819 -2.1985  0.245
H2 3.6144 -2.4634 -1.4978  0.237
H3 -3.6563 -0.1381 0.3543  0.231
H4 -2.8793 -1.3263 1.5843  0.261
H5 -2.1095 -2.3791 -0.8147  0.240
H6 -3.1450 -1.1688 -1.6108  0.244
H7 -0.6573 -0.9572 0.3668  0.242
H8 2.7668 1.8553 -0.7800  0.529
H9 -2.1536 1.3265 -0.9883  0.220
H10 0.8954 2.2980 1.9414  0.418
H11 0.1264 0.7353 1.9924  0.414
H12 0.0169 2.5002 -0.6625  0.441
H13 2.7183 -0.4939 1.9640  0.441

Force components x, y, z for each atom (eV/Å):
C -2.4 -0.2 1.3
C 0.9 -1.8 -1.3
C 0.7 -1.1 -3.1
C 0.3 -0.2 -0.8
C -1.0 0.9 -0.8
C -0.4 0.5 1.0
C 0.7 1.7 0.1
C -0.9 1.7 0.5
N 2.7 -2.4 0.4
N -1.8 1.7 -0.5
N -1.4 -1.7 4.1
N 1.5 -0.9 -0.2
O 1.2 -1.3 -1.7
H 0.0 0.6 -0.7
H -0.3 1.0 1.3
H 0.0 0.5 0.7
H 0.3 0.4 -1.2
H 0.4 -2.2 0.0
H 0.9 0.1 1.0
H 0.4 -0.6 -0.1
H -2.1 1.4 2.1
H 0.6 -0.1 -0.3
H -0.1 0.9 0.4
H 1.7 1.4 -1.0
H -1.2 -0.1 -0.8
H -0.6 -0.5 -0.6

Values from the calculation:
Structure (SMILES)   N[C@](O)(/[NH+]=C\C1CC1)c1ccn[nH]1
Frontier orbital gap   9.4 eV
Net charge   +1
ΔE to the lowest compared entry with this formula, charge and spin   227.1 kJ/mol
Lowest unoccupied orbital energy   -3.7 eV
HOMO energy   -13.05 eV

---

This record from the OMol25 dataset describes the molecule C7H11FO in a non-equilibrium geometry. The level of theory is ωB97M-V/def2-TZVPD.

Last column: natural (NBO) charge in e.
Element x y z (Å)
C1 1.8452 -0.8968 -0.7828  -0.430
C2 1.9815 0.3930 -0.5587  0.386
C3 0.7098 -1.6912 -0.2003  -0.407
C4 -0.2091 -0.7600 0.7848  0.020
C5 -0.8231 0.4345 0.2521  0.172
C6 -1.3101 0.3931 -1.1877  -0.700
C7 -1.2840 1.6685 1.0137  -0.687
O1 0.4330 -0.5373 2.0687  -0.723
F1 2.9725 1.2836 -0.9979  -0.357
H1 2.5816 -1.4245 -1.3052  0.227
H2 0.0964 -2.0533 -0.9517  0.206
H3 1.0316 -2.4833 0.3928  0.224
H4 -1.0601 -1.3837 1.0434  0.193
H5 -1.7787 -0.5671 -1.4372  0.221
H6 -0.5247 0.4121 -1.9443  0.245
H7 -1.9041 1.3278 -1.3740  0.218
H8 -2.1792 1.9552 0.4019  0.216
H9 -0.4463 2.4264 0.7501  0.252
H10 -1.4258 1.6330 2.1247  0.247
H11 1.2936 -0.1301 1.9077  0.475

Force components x, y, z for each atom (eV/Å):
C -0.5 0.9 1.0
C 0.5 1.6 -0.2
C -0.7 3.9 1.5
C 1.3 -1.4 1.0
C 0.8 1.2 -1.6
C 0.2 0.7 0.1
C 1.2 0.4 -1.2
O -0.4 -0.3 -0.9
F -1.6 -1.9 0.6
H 1.2 -0.7 -0.9
H -1.3 -0.8 -1.6
H 0.7 -1.4 1.0
H -0.3 -0.7 0.2
H -0.7 0.3 0.2
H 0.4 0.2 0.3
H 0.0 -1.3 -0.1
H 0.5 0.3 1.3
H -1.5 -0.7 0.7
H 0.1 -0.2 -1.2
H 0.0 0.1 -0.2

Values from the calculation:
Frontier orbital gap (spin up / spin down)   6.4 / 9.8 eV
Net charge   0
ΔE to the lowest compared entry with this formula, charge and spin   359.7 kJ/mol
Lowest unoccupied orbital energy (spin up / spin down)   -0.8 / 0.4 eV
HOMO energy (spin up / spin down)   -7.27 / -9.36 eV

---

This record from the OMol25 dataset describes a structure of composition C6H18ClO6V in a non-equilibrium geometry. The level of theory is ωB97M-V/def2-TZVPD.

Last column: Löwdin spin population.
Element x y z (Å)
V1 28.7583 3.4360 -1.4646  2.768
Cl1 29.3952 5.0650 -0.3496  0.069
C1 32.3109 5.5727 0.3607  0.000
O1 31.9100 4.2205 0.0821  0.003
H1 31.4832 6.0219 0.9095  0.000
H2 33.2819 5.6462 0.8505  0.000
H3 32.4081 5.9826 -0.6446  0.000
H4 30.9573 4.3268 0.0303  0.003
C2 29.7556 6.4555 2.4702  0.001
O2 28.6375 6.7030 1.5619  0.002
H5 29.2839 6.5121 3.4512  0.000
H6 30.2975 5.5116 2.4113  0.000
H7 30.4976 7.2486 2.3779  0.000
H8 28.6934 6.1552 0.7755  0.002
C3 28.9698 8.1334 -0.4946  0.000
O3 29.6769 7.3415 -1.4453  0.006
H9 28.3414 8.8220 -1.0594  0.000
H10 28.3302 7.4474 0.0607  0.000
H11 29.6562 8.7790 0.0532  0.000
H12 29.8615 6.5420 -0.9471  0.003
C4 25.0276 2.6370 -2.1152  0.004
O4 25.1952 3.7512 -1.2904  0.012
C5 26.2465 4.4105 -1.2230  0.038
O5 27.3709 4.1524 -1.6482  0.064
O6 25.9852 5.5859 -0.5596  0.015
C6 26.9755 6.4810 -0.1071  0.003
H13 25.5714 1.8350 -1.6159  0.003
H14 25.5014 2.7723 -3.0875  0.001
H15 24.0350 2.1875 -2.1406  0.000
H16 26.6758 7.5282 -0.0658  0.000
H17 27.8346 6.5421 -0.7752  0.002
H18 27.3566 6.1546 0.8606  0.000

Force components x, y, z for each atom (eV/Å):
V 10.4 -7.1 -0.3
Cl 1.1 -2.4 1.5
C -0.1 -0.6 -1.4
O 1.0 -0.6 0.8
H 0.8 0.5 0.0
H -0.3 -0.3 0.3
H 0.1 0.9 0.2
H 0.9 -0.7 0.3
C -1.0 0.9 0.5
O 2.5 -0.7 4.3
H 0.4 0.0 0.1
H -0.5 -0.3 -0.4
H -0.1 0.1 0.0
H 1.2 0.2 1.5
C 0.3 1.6 -1.4
O 0.0 1.1 -0.5
H -0.2 0.0 -0.2
H 2.1 3.5 -0.1
H 0.0 -0.4 0.6
H 1.1 1.3 -1.1
C 1.4 -2.8 -0.4
O -2.1 -0.2 0.0
C -2.1 6.8 3.7
O -9.7 3.0 -3.3
O -1.0 -3.5 -2.1
C -0.2 -0.2 -1.0
H 0.3 -0.3 -0.1
H -0.5 0.2 -0.1
H -0.3 1.2 -0.1
H -1.4 -0.6 0.0
H -1.6 -1.0 -1.0
H -2.3 -0.1 -0.4

Values from the calculation:
Frontier orbital gap (spin up / spin down)   7.4 / 7.4 eV
Net charge   +1
Lowest unoccupied orbital energy (spin up / spin down)   -5.2 / -5.3 eV
Multiplicity   4
⟨S²⟩   3.76
HOMO energy (spin up / spin down)   -12.61 / -12.68 eV